# 1
C3H3NO2S2 | ωB97M-V with the def2-TZVPD basis set

Calculated values
gap between HOMO and LUMO = 8.18 eV
ΔE to the lowest compared entry with this formula, charge and spin = 59.1 kcal per mole
spin multiplicity = 1
SMILES = Oc1cn(S)oc1=S
total charge = 0

Element x y z (Å)
O  1.69532  1.54541  0.20859
C  0.72630  0.63912  -0.13691
C  -0.58860  0.86786  -0.40011
N  -1.29254  -0.30740  -0.60657
S  -2.69975  -0.82744  0.17211
O  -0.32448  -1.33014  -0.46467
C  0.93401  -0.77451  -0.14421
S  2.30308  -1.67260  -0.00278
H  2.53178  1.02044  0.28497
H  -1.08845  1.81983  -0.38439
H  -2.19666  -0.98056  1.47396

# 2
C3H3NO3 | ωB97M-V with the def2-TZVPD basis set

Calculated values
gap between HOMO and LUMO (spin up / spin down) = 8.39 / 8.39 eV
ΔE to the lowest compared entry with this formula, charge and spin = 194.7 kcal per mole
spin multiplicity = 1
SMILES = O=C=[N+]([O-])O.C#C
total charge = 0

Element x y z (Å)
O  2.36237  1.85257  0.56897
C  1.69845  0.88875  0.42556
N  1.46613  -0.34747  0.09777
O  1.45532  -0.67776  -1.14153
O  0.73507  -1.06352  0.99218
H  0.19578  -1.76840  0.54825
C  -2.00710  0.42602  0.22751
C  -1.73517  0.02120  -0.87417
H  -2.45435  0.80936  1.14356
H  -1.71649  -0.14075  -1.98809

# 3
C3H3NO3 | ωB97M-V with the def2-TZVPD basis set

Calculated values
gap between HOMO and LUMO = 9.56 eV
ΔE to the lowest compared entry with this formula, charge and spin = 106.8 kcal per mole
spin multiplicity = 1
SMILES = O=COc1co[nH]1
total charge = 0

Element x y z (Å)
O  -1.93750  0.92586  0.27295
C  -1.76967  0.21192  -0.67365
O  -0.65425  -0.52203  -0.88916
C  0.34080  -0.31378  0.00616
C  0.66521  0.43309  1.05758
O  2.02479  0.09135  0.95218
N  1.60380  -0.91359  -0.09913
H  -2.47499  0.03695  -1.49255
H  0.18542  0.89052  1.90833
H  2.01639  -0.84030  -1.04271

# 4
C3H3NO3 | ωB97M-V with the def2-TZVPD basis set

Calculated values
gap between HOMO and LUMO = 9.02 eV
ΔE to the lowest compared entry with this formula, charge and spin = 116.6 kcal per mole
spin multiplicity = 1
SMILES = O=C=CN(O)C=O
total charge = 0

Element x y z (Å)
O  -2.30204  -1.56787  0.45550
C  -1.21554  -1.21750  0.20952
C  -0.04723  -0.92426  -0.35327
N  0.73693  0.18178  -0.30655
O  1.68851  0.09610  0.74580
C  -0.43591  1.24463  -0.07175
O  -1.41231  1.55042  -0.72023
H  0.43902  -1.75390  -0.85777
H  2.48061  0.43531  0.29485
H  0.06797  1.95527  0.60390

# 5
C3H3NO3 | ωB97M-V with the def2-TZVPD basis set

Calculated values
gap between HOMO and LUMO = 9.97 eV
ΔE to the lowest compared entry with this formula, charge and spin = 103.6 kcal per mole
spin multiplicity = 1
SMILES = O=c1ccn(O)o1
total charge = 0

Element x y z (Å)
O  2.36344  -1.10445  0.07036
C  1.30770  -0.53783  -0.05006
C  1.01076  0.89484  0.00677
C  -0.30566  0.95160  -0.03535
N  -0.93051  -0.31689  -0.33741
O  -1.96612  -0.89210  0.30682
O  0.14559  -1.17782  -0.09854
H  1.78190  1.46818  0.41461
H  -0.89260  1.89746  0.11674
H  -2.51451  -1.18298  -0.39392

# 6
C3H3NO3 | ωB97M-V with the def2-TZVPD basis set

Calculated values
gap between HOMO and LUMO = 10.14 eV
ΔE to the lowest compared entry with this formula, charge and spin = 111.9 kcal per mole
spin multiplicity = 1
SMILES = O=C1C=NOCO1
total charge = 0

Element x y z (Å)
O  0.05177  -2.42545  -0.60424
C  0.17788  -1.27400  -0.31052
C  0.08269  -0.70185  1.07289
N  0.18679  0.54978  1.49833
O  0.58636  1.49967  0.42000
C  -0.01645  1.06868  -0.80079
O  0.43728  -0.35047  -1.15333
H  -0.72999  -1.07777  2.03256
H  0.39072  1.59279  -1.49117
H  -1.16704  1.11862  -0.66373

# 7
C3H3NO3 | ωB97M-V with the def2-TZVPD basis set

Calculated values
gap between HOMO and LUMO (spin up / spin down) = 7.60 / 7.32 eV
ΔE to the lowest compared entry with this formula, charge and spin = 224.2 kcal per mole
spin multiplicity = 1
total charge = 0

Element x y z (Å)
C  0.84109  -1.24175  0.06003
C  0.62779  0.98222  -0.03431
C  -1.31105  -0.18650  -0.29561
N  1.42661  -0.08974  -0.04709
O  2.63493  0.04435  0.02079
O  -0.74863  0.93711  0.01420
O  -2.51893  -0.43680  0.06437
H  1.28187  -2.29507  -0.16936
H  0.84766  2.05771  -0.10053
H  -3.08134  0.22846  0.48750

# 8
C3H3NO3 | ωB97M-V with the def2-TZVPD basis set

Calculated values
gap between HOMO and LUMO = 11.08 eV
ΔE to the lowest compared entry with this formula, charge and spin = 123.7 kcal per mole
spin multiplicity = 1
SMILES = O=C1COC=NO1
total charge = 0

Element x y z (Å)
O  1.55548  -0.00114  -1.83633
C  0.67672  -0.23925  -1.10477
C  0.82622  0.22840  0.35215
O  0.01195  -0.86909  1.09141
C  -1.22576  -0.39058  0.63154
N  -1.56159  -0.01153  -0.51470
O  -0.48697  -0.29838  -1.48455
H  1.94333  0.34755  1.00061
H  0.34864  1.17921  0.62472
H  -2.08801  0.05480  1.23991

# 9
C3H3NO3 | ωB97M-V with the def2-TZVPD basis set

Calculated values
gap between HOMO and LUMO = 9.65 eV
ΔE to the lowest compared entry with this formula, charge and spin = 125.7 kcal per mole
spin multiplicity = 1
SMILES = C=NOC(=O)C=O
total charge = 0

Element x y z (Å)
C  -1.24236  -1.81652  0.84298
N  -0.06952  -1.68870  -0.06112
O  0.44747  -0.34274  0.13124
C  0.64637  0.43056  -0.88838
O  0.31726  0.18829  -2.02464
C  0.98384  1.90060  -0.31993
O  0.66694  2.31033  0.76495
H  -1.69714  -2.66893  0.96253
H  -1.37676  -0.87967  1.65149
H  1.32390  2.56677  -1.05913

# 10
C3H3NO3 | ωB97M-V with the def2-TZVPD basis set

Calculated values
gap between HOMO and LUMO = 11.39 eV
ΔE to the lowest compared entry with this formula, charge and spin = 42.1 kcal per mole
spin multiplicity = 1
SMILES = Cc1noc(=O)o1
total charge = 0

Element x y z (Å)
C  -1.52006  1.55954  1.04866
C  -0.58331  0.52852  0.55414
N  -0.36439  -0.54581  1.17917
O  0.58282  -1.22234  0.38162
C  0.79631  -0.51474  -0.78625
O  1.35028  -0.83811  -1.77273
O  0.03459  0.65875  -0.70844
H  -2.09724  1.13971  1.94145
H  -0.97070  2.44345  1.34926
H  -2.28062  2.01123  0.35223

# 11
C3H3NO3 | ωB97M-V with the def2-TZVPD basis set

Calculated values
gap between HOMO and LUMO = 9.82 eV
ΔE to the lowest compared entry with this formula, charge and spin = 48.4 kcal per mole
spin multiplicity = 1
SMILES = O=CNC(=O)C=O
total charge = 0

Element x y z (Å)
O  2.44119  0.79628  0.78724
C  1.73904  0.44400  -0.10678
N  0.27720  0.82795  -0.25283
C  -0.30314  -0.31198  0.17489
O  0.45540  -1.18453  0.57692
C  -1.79742  -0.57432  0.13934
O  -2.20690  -1.65082  0.47810
H  2.04181  -0.22562  -0.92417
H  -0.19017  1.64533  -0.64786
H  -2.45700  0.23371  -0.22485

# 12
C3H3NO3 | ωB97M-V with the def2-TZVPD basis set

Calculated values
gap between HOMO and LUMO = 8.58 eV
ΔE to the lowest compared entry with this formula, charge and spin = 118.1 kcal per mole
spin multiplicity = 1
total charge = 0

Element x y z (Å)
C  -0.59271  -0.42126  -0.28226
C  -0.66380  0.39235  0.69114
C  0.56615  1.21773  0.66071
H  -0.47009  -2.40446  -0.19379
H  -1.12396  0.30149  1.69477
H  0.88094  -0.36489  -1.97796
N  0.56678  -0.23024  -0.87709
O  -1.30500  -1.52179  -0.42168
O  0.99456  2.08878  1.23044
O  1.14714  0.94228  -0.52429

| no. | energy (eV) |
| --- | --- |
| 1 | -30412.313 |
| 2 | -10784.256 |
| 3 | -10788.069 |
| 4 | -10787.645 |
| 5 | -10788.207 |
| 6 | -10787.847 |
| 7 | -10782.978 |
| 8 | -10787.336 |
| 9 | -10787.250 |
| 10 | -10790.873 |
| 11 | -10790.600 |
| 12 | -10787.578 |